# 1
12
Properties=species:S:1:pos:R:3 method="wB97M-V/def2-TZVPD" e_lumo_ev=0.70 multiplicity=1 e_homo_ev=-10.58 smiles="C=C(OC=O)[C@H](F)Cl" homo_lumo_gap_ev=11.28 relative_energy_ev=0.648 total_energy_ha=-865.325458
C -1.018 -0.792 0.103
C -0.173 0.441 -0.228
C -0.471 1.721 0.003
C 1.825 -0.636 -0.102
H -0.836 -1.153 1.100
H 0.307 2.434 -0.195
H -1.384 2.012 0.464
H 2.745 -0.856 -0.628
O 1.009 0.086 -0.869
O 1.558 -1.001 1.024
F -0.712 -1.792 -0.744
Cl -2.849 -0.465 0.070

=====

# 2
53
Properties=species:S:1:pos:R:3 method="wB97M-V/def2-TZVPD" e_lumo_ev=-3.55 multiplicity=1 e_homo_ev=-11.69 homo_lumo_gap_ev=8.14 total_charge=+1 relative_energy_ev=0.000 total_energy_ha=-1621.653673
Zr 10.253 10.061 11.065
O 5.508 13.212 13.836
C 6.340 12.430 13.121
C 6.854 12.842 11.899
C 7.923 12.123 11.384
N 8.383 11.091 11.990
C 7.893 10.612 13.141
C 6.802 11.247 13.718
C 8.659 9.377 13.596
O 8.376 8.734 14.576
O 9.772 9.263 12.872
C 8.686 12.425 10.119
O 8.542 13.462 9.528
O 9.577 11.479 9.868
H 5.213 14.032 13.385
H 6.578 13.720 11.336
H 6.365 10.920 14.656
C 13.290 12.815 12.782
C 12.870 11.622 12.002
O 11.602 11.495 11.972
C 13.784 10.791 11.202
C 15.153 11.126 11.189
C 15.990 10.551 10.281
C 15.472 9.672 9.326
C 14.166 9.275 9.286
C 13.280 9.833 10.250
O 12.020 9.488 10.281
H 14.328 13.116 12.608
H 13.065 12.574 13.840
H 12.642 13.678 12.550
H 15.475 11.723 12.010
H 17.052 10.750 10.295
H 16.221 9.265 8.632
H 13.775 8.539 8.595
C 8.108 5.936 6.765
C 6.813 5.572 7.550
C 5.722 6.591 7.155
C 7.079 5.523 9.079
N 7.722 6.767 9.495
C 8.976 7.147 9.708
N 9.035 8.414 10.056
N 7.726 8.856 9.933
N 6.969 7.922 9.634
H 7.828 5.988 5.712
H 8.906 5.181 6.800
H 8.426 6.913 7.039
H 6.499 4.520 7.244
H 6.097 7.635 7.253
H 4.814 6.561 7.798
H 5.322 6.403 6.178
H 7.710 4.652 9.308
H 6.131 5.487 9.600
H 9.800 6.478 9.638

=====

# 3
64
Properties=species:S:1:pos:R:3 method="wB97M-V/def2-TZVPD" e_lumo_ev=0.49 multiplicity=1 e_homo_ev=-7.29 smiles="Cc1ccc(-n2nc3c(N4CCC(C(=O)NCCc5cccs5)CC4)nnc(C)c3c2C)cc1" homo_lumo_gap_ev=7.78 relative_energy_ev=0.007 total_energy_ha=-1810.730044
C -4.985 -5.631 0.378
C -4.636 -4.180 0.255
C -3.370 -3.799 -0.180
C -3.032 -2.467 -0.302
C -3.965 -1.483 0.010
C -5.223 -1.849 0.472
C -5.550 -3.188 0.583
H -6.531 -3.464 0.941
H -5.936 -1.095 0.767
N -3.588 -0.136 -0.111
C -4.307 0.903 -0.602
C -3.475 2.018 -0.501
C -3.541 3.408 -0.799
N -2.515 4.171 -0.555
N -1.385 3.721 -0.038
C -1.204 2.456 0.300
N -0.042 2.125 0.909
C 0.418 0.765 1.025
H -0.438 0.090 1.031
H 0.962 0.672 1.971
C 1.358 0.434 -0.140
H 1.705 -0.597 -0.051
H 0.802 0.530 -1.076
C 2.546 1.408 -0.164
C 3.485 1.129 1.008
O 3.615 1.843 1.978
N 4.160 -0.041 0.874
H 4.118 -0.532 -0.005
C 5.204 -0.428 1.790
H 5.003 0.086 2.732
H 5.165 -1.510 1.945
C 6.602 -0.019 1.284
C 6.978 -0.742 0.038
C 7.793 -1.821 -0.099
C 7.902 -2.278 -1.434
C 7.163 -1.541 -2.298
S 6.320 -0.270 -1.501
H 7.054 -1.657 -3.358
H 8.506 -3.116 -1.730
H 8.310 -2.276 0.727
H 6.596 1.059 1.109
H 7.334 -0.243 2.061
C 2.038 2.855 -0.151
C 1.032 3.090 0.978
H 0.596 4.085 0.895
H 1.534 2.977 1.941
H 2.879 3.537 -0.027
H 1.553 3.070 -1.106
H 3.123 1.244 -1.083
C -2.265 1.520 0.069
N -2.358 0.210 0.283
C -4.755 4.054 -1.387
H -4.601 5.128 -1.414
H -4.923 3.697 -2.404
H -5.638 3.827 -0.791
C -5.664 0.769 -1.188
H -5.769 1.456 -2.024
H -6.435 1.015 -0.457
H -5.833 -0.247 -1.542
H -2.050 -2.168 -0.633
H -2.642 -4.558 -0.427
H -4.815 -6.145 -0.567
H -4.357 -6.107 1.131
H -6.025 -5.760 0.663